1.
Density functional theory data (ωB97M-V with the def2-TZVPD basis set) for a single C14H13N3O4S2 molecule at a distorted geometry.

Geometry as XYZ:
```
36
C14H13N3O4S2, DFT ωB97M-V with the def2-TZVPD basis set
C 3.84001 1.81791 1.63544
C 2.49677 1.46805 1.04746
O 1.53223 1.36043 1.79634
C 2.41005 1.27409 -0.40525
C 3.56480 1.45207 -1.19817
C 3.46690 1.27047 -2.54616
C 2.25539 0.91179 -3.15347
C 1.11301 0.72823 -2.42142
C 1.18925 0.91187 -1.03241
N 0.06813 0.73830 -0.24268
C -1.20087 0.40452 -0.60491
O -1.59848 0.21602 -1.72996
C -2.11211 0.27875 0.60668
S -1.63300 -1.21937 1.54796
C -3.19522 -1.79140 2.00888
N -4.31686 -1.21325 1.74047
N -5.36944 -1.86676 2.20791
C -5.10298 -2.94544 2.84238
C -6.10527 -3.83992 3.45559
S -3.36676 -3.28093 2.92374
O 2.43818 0.79779 -4.49257
C 3.79949 1.09247 -4.73320
O 4.43515 1.38778 -3.50842
H 3.73070 1.90588 2.71369
H 4.56910 1.04290 1.41265
H 4.19660 2.76452 1.23653
H 4.50978 1.72756 -0.76673
H 0.18209 0.45391 -2.88530
H 0.27401 0.88517 0.75571
H -3.14697 0.14248 0.29778
H -2.01738 1.13534 1.27337
H -6.02981 -4.83943 3.02991
H -7.09816 -3.43968 3.27021
H -5.93765 -3.91507 4.52908
H 4.28573 0.22327 -5.20320
H 3.87358 1.95969 -5.40793
```

Calculated values
Energy above the lowest of the compared OMol25 structures with the same formula, charge and spin   12.8 kcal per mole
DFT total energy   -49059.1690 eV
Lowest unoccupied orbital energy   0.02 eV
M   351.409 g mol⁻¹
SMILES   CC(=O)c1cc2c(cc1NC(=O)CSc1nnc(C)s1)OCO2
Gap between HOMO and LUMO   0.3020 Eh

2.
Density functional theory data (ωB97M-V with the def2-TZVPD basis set) for C14H13N3O6V as an isolated structure at a distorted geometry.

Geometry as XYZ:
```
37
C14H13N3O6V, DFT ωB97M-V with the def2-TZVPD basis set
C 1.49789 1.31466 -0.80770
C 0.16470 1.66057 -1.21267
C -0.36792 0.58935 -1.98190
C 0.60889 -0.43808 -2.06385
C 1.77393 0.00629 -1.36671
V 0.48551 -0.12776 0.48355
N 1.83170 -1.16175 0.87116
C -0.14385 0.99802 2.12214
C -1.25371 1.36380 1.41858
H -1.29935 0.61168 -2.54814
H -0.32005 2.60897 -1.00344
H 0.59736 -1.27400 -2.75730
H 2.73894 -0.48459 -1.38047
H 2.21235 1.94014 -0.28759
H -1.17644 2.31012 0.83372
H -0.19404 0.14735 2.85327
H 2.11487 -1.18021 1.87678
H -2.17345 0.74809 1.55341
H 0.83205 1.55865 2.09633
O 0.24572 -2.87054 -0.69708
C -0.82796 -2.60544 -0.10662
O -1.23077 -1.43644 0.28655
C -1.73181 -3.81383 0.18201
C -2.77670 -3.71082 1.11411
C -3.55132 -4.84668 1.47130
C -3.33126 -6.09160 0.85814
C -2.31147 -6.18957 -0.10808
C -1.50458 -5.06741 -0.43530
N -2.07801 -7.44883 -0.77493
O -2.77425 -8.44130 -0.46474
O -1.18074 -7.49787 -1.64418
N -4.53023 -4.72747 2.52186
O -4.68214 -3.61603 3.07524
O -5.18660 -5.74234 2.85313
H -2.99165 -2.75403 1.56149
H -3.92435 -6.95391 1.13151
H -0.72338 -5.17584 -1.17210
```

Calculated values
Energy above the lowest of the compared OMol25 structures with the same formula, charge and spin   0.0 kcal per mole
DFT total energy   -57164.2788 eV
Lowest unoccupied orbital energy (alpha / beta)   4.55 / 4.50 eV
M   370.217 g mol⁻¹
Total charge   -2
2S+1   4
⟨S²⟩   3.851
Gap between HOMO and LUMO (alpha / beta)   0.1515 / 0.2432 Eh

3.
Density functional theory data (ωB97M-V with the def2-TZVPD basis set) for C14H14BCoF4N8S as an isolated structure at a distorted geometry.

Geometry as XYZ:
```
43
C14H14BCoF4N8S, DFT ωB97M-V with the def2-TZVPD basis set
Co -0.06821 -0.50729 -0.59289
N 3.09982 2.04523 -0.13742
C 2.23447 3.01284 0.34078
C 2.44366 4.27341 0.88591
C 1.31630 4.97905 1.25440
C 0.02755 4.44689 1.09744
C -0.17777 3.19234 0.56254
C 0.94958 2.47314 0.17309
N 1.06652 1.22062 -0.39737
C 2.35173 0.99936 -0.55317
C 2.80483 -0.27493 -1.06660
C 4.05526 -0.78949 -1.20640
S 3.96074 -2.40276 -1.75940
C 2.25812 -2.30520 -1.76054
N 1.79456 -1.15267 -1.39156
H 4.10342 2.10177 -0.15146
H 3.43731 4.68128 1.01594
H 1.42689 5.96576 1.68352
H -0.82350 5.04114 1.40184
H -1.16629 2.76439 0.45813
H 5.00672 -0.31955 -1.01681
H 1.63179 -3.14141 -2.03086
F -0.25098 -2.74149 -0.02140
B 0.64218 -2.63483 1.13708
F 0.86786 -1.21818 1.26060
F 1.82153 -3.28946 0.89229
F -0.04148 -3.11480 2.23790
N -4.62975 -3.32153 2.51488
C -3.43047 -2.88095 2.11427
N -2.35584 -3.64112 2.31529
N -3.40286 -1.70964 1.51244
C -2.46950 -1.07652 0.92708
N -1.74245 -0.37168 0.34513
H -4.73570 -4.17027 3.03903
H -5.42835 -2.73290 2.36277
H -2.42675 -4.49350 2.84406
H -1.42492 -3.25367 2.20152
C -2.41414 0.95492 -4.06348
C -1.56028 0.27425 -3.11945
N -0.85908 -0.26697 -2.39670
H -2.54827 1.99100 -3.75551
H -3.38622 0.46525 -4.10444
H -1.95803 0.92816 -5.05248
```

Calculated values
Energy above the lowest of the compared OMol25 structures with the same formula, charge and spin   5.2 kcal per mole
DFT total energy   -86677.7678 eV
Lowest unoccupied orbital energy (alpha / beta)   -3.04 / -2.62 eV
M   472.126 g mol⁻¹
Total charge   +1
2S+1   2
⟨S²⟩   0.784
Gap between HOMO and LUMO (alpha / beta)   0.3015 / 0.3168 Eh

4.
Density functional theory data (ωB97M-V with the def2-TZVPD basis set) for C14H14BCoF4N8S as an isolated structure.

Geometry as XYZ:
```
43
C14H14BCoF4N8S, DFT ωB97M-V with the def2-TZVPD basis set
Co -0.03407 0.64795 -0.31679
N -3.38048 -1.46721 0.80384
C -2.68865 -2.64297 0.55248
C -3.00836 -3.97995 0.75396
C -2.05229 -4.90298 0.38161
C -0.82276 -4.51033 -0.17115
C -0.51224 -3.18186 -0.37249
C -1.46977 -2.24070 -0.00257
N -1.45268 -0.85728 -0.08724
C -2.59587 -0.44104 0.41281
C -2.86906 0.98064 0.53358
C -3.91299 1.63941 1.09848
S -3.63159 3.32091 1.03789
C -2.14157 3.04656 0.25771
N -1.86950 1.79453 0.05078
H -4.29257 -1.39133 1.22006
H -3.95228 -4.28369 1.18601
H -2.25143 -5.95638 0.52342
H -0.10385 -5.27178 -0.44124
H 0.44005 -2.86994 -0.78114
H -4.80587 1.23771 1.54871
H -1.47715 3.85239 -0.01390
F 0.81406 2.43990 0.70177
B 0.53320 2.04231 2.07448
F 0.01021 0.72352 1.91016
F -0.40341 2.87167 2.62870
F 1.72368 2.00035 2.78170
N 6.12531 1.43114 0.69766
C 4.78784 1.44768 0.77201
N 4.18757 2.41512 1.46386
N 4.15426 0.50048 0.10883
C 2.90849 0.28878 -0.05430
N 1.81999 -0.03646 -0.32433
H 6.69547 2.06797 1.22287
H 6.56356 0.69876 0.16841
H 4.72939 3.07231 1.99831
H 3.19066 2.37639 1.66003
C 0.24207 0.40267 -4.80209
C 0.05204 0.75395 -3.40798
N -0.11780 1.04068 -2.31315
H 0.18419 -0.67847 -4.91660
H 1.21791 0.74727 -5.13981
H -0.53373 0.87126 -5.40536
```

Calculated values
Energy above the lowest of the compared OMol25 structures with the same formula, charge and spin   0.0 kcal per mole
DFT total energy   -86678.9838 eV
Lowest unoccupied orbital energy (alpha / beta)   -2.52 / -2.59 eV
M   472.126 g mol⁻¹
Total charge   +1
2S+1   4
⟨S²⟩   3.756
Gap between HOMO and LUMO (alpha / beta)   0.3210 / 0.3180 Eh

5.
Density functional theory data (ωB97M-V with the def2-TZVPD basis set) for C14H14Br2NO3Se2V as an isolated structure at a distorted geometry.

Geometry as XYZ:
```
37
C14H14Br2NO3Se2V, DFT ωB97M-V with the def2-TZVPD basis set
V -0.72695 0.17395 -0.35536
O -1.38046 4.63793 2.59448
C -0.12538 4.13431 2.20851
C -0.38988 2.84068 1.39616
C 0.99223 2.31955 1.07202
O 0.90633 1.13595 0.17124
C -1.17294 1.90143 2.32600
Se -1.60496 0.07049 1.74230
C -1.17592 3.28311 0.15309
Se -1.81003 1.97757 -1.18723
H -1.27505 5.46703 3.07574
H 0.49828 3.88724 3.07547
H 0.42529 4.84322 1.58062
H 1.51648 1.97961 1.96220
H 1.58822 3.05146 0.53177
H 1.78125 0.79742 -0.04509
H -2.14229 2.33445 2.55854
H -0.62844 1.77105 3.26096
H -0.58832 3.99421 -0.42633
H -2.09254 3.77373 0.47012
Br -3.84466 -3.35129 -1.30189
C -2.00174 -3.48554 -1.44668
C -1.38184 -4.72681 -1.74848
C -0.02068 -4.82591 -1.86960
Br 0.72308 -6.48309 -2.28049
C 0.83182 -3.69055 -1.68097
C 2.23819 -3.66494 -1.76752
C 2.90352 -2.48591 -1.54177
C 2.17674 -1.33722 -1.21200
N 0.85693 -1.30615 -1.11323
C 0.20384 -2.48513 -1.37406
C -1.18278 -2.41909 -1.29395
O -1.56609 -1.11408 -0.97487
H -2.00605 -5.59809 -1.88875
H 2.78290 -4.56780 -2.01170
H 3.97998 -2.42653 -1.61220
H 2.71191 -0.40630 -1.04703
```

Calculated values
DFT total energy   -318827.1585 eV
Lowest unoccupied orbital energy (alpha / beta)   -8.39 / -8.40 eV
M   612.942 g mol⁻¹
Total charge   +2
Gap between HOMO and LUMO (alpha / beta)   0.2355 / 0.2351 Eh

6.
Density functional theory data (ωB97M-V with the def2-TZVPD basis set) for C14H14CdN2O2S2 as an isolated structure at a distorted geometry.

Geometry as XYZ:
```
35
C14H14CdN2O2S2, DFT ωB97M-V with the def2-TZVPD basis set
C -0.74799 0.86457 -4.13800
C 0.64116 0.66783 -4.39955
C 1.39163 1.35874 -3.41924
C 0.45866 1.97444 -2.50360
C -0.87910 1.67554 -2.99042
Cd 0.11327 0.27120 -1.10944
N -0.95339 -1.51550 -1.70464
C -0.29389 -2.67034 -2.14696
C 0.95487 -2.42256 -2.91517
H 2.47906 1.41232 -3.34364
H 1.06338 0.07089 -5.20716
H 0.71904 2.63896 -1.66181
H -1.80128 2.07206 -2.56142
H -1.55813 0.43644 -4.72644
H 0.94019 -2.28381 -3.98666
H -0.85869 -3.34635 -2.82104
H -1.90676 -1.43957 -1.30326
H 1.93757 -2.32683 -2.44587
H 0.12317 -3.24255 -1.27526
O 0.61411 3.44671 2.59212
S 1.27914 2.21088 2.92773
O 2.48638 2.22787 3.72576
N 1.49048 1.26450 1.57432
C 0.95684 0.06458 1.63864
S 1.47829 -1.03176 0.43883
C 0.03390 -0.13332 2.73732
C -0.92011 -1.13003 3.01907
C -1.64257 -1.10611 4.21638
C -1.42348 -0.03239 5.11109
C -0.56184 1.03894 4.78973
C 0.09588 0.98526 3.58011
H -1.09155 -1.91327 2.30510
H -2.34477 -1.91693 4.47469
H -1.91428 -0.03393 6.06595
H -0.35919 1.86351 5.46273
```

Calculated values
DFT total energy   -48050.3404 eV
Lowest unoccupied orbital energy (alpha / beta)   5.36 / 5.37 eV
M   418.824 g mol⁻¹
Total charge   -2
Gap between HOMO and LUMO (alpha / beta)   0.2300 / 0.1545 Eh

7.
Density functional theory data (ωB97M-V with the def2-TZVPD basis set) for C14H14Cl5N2PtS3 as an isolated structure.

Geometry as XYZ:
```
39
C14H14Cl5N2PtS3, DFT ωB97M-V with the def2-TZVPD basis set
Pt -0.12120 -0.24222 0.89113
C -0.61926 4.15041 2.25808
C -0.53971 2.87426 1.44301
S 0.59834 1.69106 1.97855
C -1.29987 2.71195 0.32383
C -2.21501 3.82620 -0.14076
S -1.24551 1.29596 -0.65996
H 0.17953 4.17101 2.99671
H -1.57503 4.22551 2.78860
H -0.52641 5.03730 1.62252
H -1.63702 4.66610 -0.54608
H -2.82042 4.21296 0.68416
H -2.88008 3.46661 -0.92114
Cl -2.58116 -0.76980 2.97308
C -2.21309 -2.13809 1.96278
C -1.16538 -2.04460 1.02263
C -0.97471 -3.19383 0.26044
Cl 0.23572 -3.15653 -0.99510
C -1.72149 -4.36268 0.40758
Cl -1.40792 -5.75447 -0.57406
C -2.73410 -4.41136 1.35592
Cl -3.68503 -5.84229 1.55113
C -2.98177 -3.28557 2.13982
Cl -4.24041 -3.34043 3.32509
S 2.70788 -1.21081 1.28197
C 2.89180 -0.61788 -0.29115
N 3.23436 -1.45251 -1.31001
C 2.84752 -1.20402 -2.70930
C 1.87344 -0.04512 -2.76609
C 2.47872 1.10538 -1.98160
N 2.69396 0.67623 -0.60022
H 3.24580 -2.41213 -1.00755
H 2.39463 -2.11128 -3.11056
H 3.73745 -0.97561 -3.30391
H 0.93859 -0.33283 -2.28185
H 1.65905 0.23759 -3.79781
H 1.81614 1.96835 -1.97039
H 3.43525 1.39978 -2.42732
H 2.21638 1.18741 0.12780
```

Calculated values
DFT total energy   -116092.8282 eV
Lowest unoccupied orbital energy (alpha / beta)   2.60 / 1.83 eV
M   678.824 g mol⁻¹
Total charge   -1
2S+1   3
⟨S²⟩   2.017
Gap between HOMO and LUMO (alpha / beta)   0.2107 / 0.2276 Eh